The following is a quantum chemistry calculation of a gas-phase ion, C7H8BrO4S (charge -1) in a non-equilibrium geometry, from the OMol25 dataset.

Calculated values
- Orbital gap: 6.8 eV
- Total charge: -1
- E_LUMO: 3.23 eV
- Relative energy (zero: lowest compared OMol25 entry of this formula, charge and spin): 3.158 eV
- HOMO level: -3.6 eV
- Calculated total energy: -96453.620 eV

Cartesian coordinates (Å):
1 C 0.08975 1.95721 0.27827
2 C 0.67665 0.83485 -0.58964
3 C -1.22518 2.30194 0.49424
4 C -0.34110 -1.44731 0.36475
5 C 0.99175 -0.46209 0.31230
6 C -1.49673 -0.48716 0.57261
7 C 2.29186 -1.23603 -0.00767
8 O -2.52969 -0.14183 -2.05085
9 O -1.90071 2.89417 1.31545
10 O -2.08537 1.83963 -0.73573
11 O -0.34100 0.39306 -1.53158
12 S -1.76842 0.29196 -0.90426
13 Br -3.27298 -1.35785 0.75072
14 H 0.78742 2.24997 1.06153
15 H 1.57466 1.04259 -1.15772
16 H -0.14370 -2.22075 -0.51819
17 H -0.18330 -2.16617 1.11784
18 H 1.07887 -0.07807 1.31495
19 H 2.14770 -2.15225 0.55784
20 H 3.13984 -0.64091 0.40642
21 H 2.50968 -1.41495 -1.05130

---

The following is a quantum chemistry calculation of a molecular structure, C6H11N2 in a non-equilibrium geometry, from the OMol25 dataset.

Calculated values
- Orbital gap: 4.1 eV
- Total charge: +1
- E_LUMO: -7.96 eV
- Relative energy (zero: lowest compared OMol25 entry of this formula, charge and spin): 6.282 eV
- HOMO level: -12.1 eV
- Calculated total energy: -9368.452 eV

Cartesian coordinates (Å):
1 C -0.34486 1.81441 -0.20407
2 C 0.20299 0.88533 0.84073
3 C -0.10877 -0.58596 0.59312
4 C -0.50015 -1.08063 -0.61173
5 N -1.01003 -2.38411 -0.39085
6 C -0.89884 -2.64873 0.92497
7 C -0.36592 -1.55530 1.56666
8 N 1.77601 1.99272 -1.40693
9 H -1.11995 1.43602 -0.86995
10 H -0.52766 2.79958 0.18568
11 H -0.21799 1.27613 1.82045
12 H 1.29604 0.95841 0.99836
13 H -0.54271 -0.74385 -1.61601
14 H -1.35848 -3.04345 -1.09195
15 H -1.11882 -3.64796 1.29428
16 H -0.09840 -1.33056 2.58971
17 H 0.70528 1.82580 -0.90708
18 H 1.68736 1.38574 -2.21559
19 H 2.54489 2.64641 -1.49977

---

The following is a quantum chemistry calculation of 13 unconnected molecules or ions with the total composition C45H71Cl4N10O10S2 in a non-equilibrium geometry, from the OMol25 dataset.

Calculated values
- Orbital gap: 1.0 eV
- Total charge: -3
- E_LUMO: 3.24 eV
- Relative energy (zero: lowest compared OMol25 entry of this formula, charge and spin): 6.598 eV
- HOMO level: 2.2 eV
- Calculated total energy: -154934.600 eV

Cartesian coordinates (Å):
1 C 2.16446 -2.39390 -1.18650
2 O 1.39196 -1.51004 -0.44854
3 C 0.18600 -1.23342 -1.02002
4 C -0.24119 0.20056 -0.93242
5 N 0.92384 1.12508 -1.32746
6 H 1.68949 0.81373 -0.74700
7 H 1.22428 1.14033 -2.29161
8 C 0.83481 2.59717 -1.07417
9 C 2.26183 3.19610 -1.02076
10 O 3.12809 2.30064 -0.35286
11 C 4.51771 2.67037 -0.32185
12 H 2.53585 -1.85358 -2.05725
13 H 1.56210 -3.26719 -1.43674
14 H 2.98457 -2.81492 -0.60489
15 H -0.56742 -1.78107 -0.45388
16 H 0.00485 -1.57199 -2.04015
17 H -0.61303 0.47607 0.05445
18 H -0.96136 0.55011 -1.67218
19 H 0.21285 2.72326 -0.18796
20 H 0.33087 2.97283 -1.96470
21 H 2.27823 4.16287 -0.51757
22 H 2.75065 3.38568 -1.97638
23 H 4.88739 3.27361 -1.15102
24 H 5.16646 1.79646 -0.38101
25 H 4.59538 3.35930 0.51925
26 S 0.07686 0.18174 -8.61935
27 O -1.35572 -0.14134 -8.73443
28 O 0.65866 0.12727 -7.33196
29 O 0.89176 -0.37690 -9.62711
30 O -0.21245 1.55982 -9.02731
31 S -6.41471 3.19323 -5.77375
32 O -6.64642 2.82034 -7.21576
33 O -6.99349 4.47457 -5.56045
34 O -6.69984 2.17866 -4.78603
35 O -4.95510 3.29901 -6.03006
36 C 2.14344 6.89298 7.35190
37 C 2.05844 8.07580 8.28290
38 N 0.65457 8.26161 8.70600
39 C -0.04864 7.02326 9.17003
40 C 0.50571 6.52625 10.55934
41 C 0.47695 9.28344 9.78244
42 C 1.02599 10.60372 9.41331
43 H 2.88173 7.12511 6.58435
44 H 1.27374 6.60207 6.76275
45 H 2.58150 6.05000 7.88631
46 H 2.82958 7.98716 9.04813
47 H 2.35945 8.99805 7.78594
48 H 0.01713 6.21281 8.44413
49 H -1.08508 7.33515 9.29893
50 H 1.59283 6.57267 10.49515
51 H 0.28318 5.48613 10.79751
52 H 0.10057 7.18117 11.33072
53 H -0.56407 9.40256 10.08277
54 H 1.08514 9.01015 10.64471
55 H 0.97156 11.36835 10.18821
56 H 2.06488 10.39317 9.15937
57 H 0.56056 11.05314 8.53611
58 C 6.51693 -3.57136 5.23685
59 Cl 6.47891 -2.93767 6.91316
60 Cl 4.95330 -4.26812 4.83717
61 Cl 6.91500 -2.26539 4.03494
62 Cl 7.71557 -4.78558 4.95615
63 N -2.84043 -12.20749 2.57582
64 C -2.40103 -11.14029 1.79271
65 C -2.55359 -9.99178 2.53085
66 C -3.06327 -10.38303 3.75645
67 C -3.16516 -11.72336 3.82012
68 H -2.84717 -13.16624 2.25825
69 H -2.28725 -11.22901 0.72239
70 H -2.42720 -8.97723 2.18281
71 H -3.25608 -9.76932 4.62396
72 H -3.61759 -12.38744 4.54172
73 N 0.74059 8.56869 -7.00718
74 C -0.06135 8.88354 -5.95161
75 C 0.64547 9.57826 -5.00923
76 C 1.94687 9.73414 -5.42366
77 C 1.91811 9.17862 -6.68268
78 H 0.45672 8.16417 -7.88802
79 H -1.07015 8.49788 -5.95218
80 H 0.21085 9.84658 -4.05764
81 H 2.81174 10.21281 -4.98860
82 H 2.68287 9.18502 -7.44524
83 N 5.49368 -8.50625 -5.17296
84 C 4.38286 -9.13484 -4.78265
85 C 4.69746 -9.75030 -3.61268
86 C 5.98396 -9.41681 -3.23612
87 C 6.49696 -8.70076 -4.24934
88 H 5.60488 -7.99254 -6.03542
89 H 3.55825 -9.24589 -5.47119
90 H 4.05213 -10.44074 -3.08996
91 H 6.32035 -9.81833 -2.29165
92 H 7.48512 -8.32241 -4.46566
93 N 6.98152 0.02228 -4.60783
94 C 7.94398 -0.70427 -3.93973
95 C 9.14023 0.00888 -3.86700
96 C 8.90212 1.24685 -4.52815
97 C 7.64423 1.22647 -4.85591
98 H 6.00829 -0.16006 -4.80704
99 H 7.77879 -1.68757 -3.52473
100 H 10.05069 -0.20195 -3.32570
101 H 9.66765 1.99531 -4.67020
102 H 7.09262 1.91064 -5.48364
103 N -2.15220 -7.03244 -7.69784
104 C -1.59018 -7.51121 -8.83636
105 C -1.79539 -8.85591 -8.90481
106 C -2.50482 -9.23947 -7.77031
107 C -2.59762 -8.07952 -6.95131
108 H -2.28837 -6.05282 -7.49318
109 H -1.14379 -6.89071 -9.59932
110 H -1.40316 -9.39472 -9.75465
111 H -2.71629 -10.29697 -7.71220
112 H -2.98400 -7.84287 -5.97095
113 N -7.90701 -3.28369 -1.06527
114 C -7.59781 -4.33001 -1.88598
115 C -7.43390 -5.44947 -1.14239
116 C -7.76082 -5.07705 0.20289
117 C -8.11728 -3.74044 0.18474
118 H -7.93276 -2.36660 -1.48763
119 H -7.58343 -4.22503 -2.96077
120 H -7.17846 -6.47844 -1.34821
121 H -7.80200 -5.69059 1.09074
122 H -8.47498 -3.03049 0.91578
123 N -5.46899 4.97926 0.66975
124 C -5.35989 4.76087 2.02798
125 C -4.79601 5.89937 2.59260
126 C -4.47496 6.80004 1.50060
127 C -4.99588 6.27534 0.36811
128 H -5.83461 4.37500 -0.05226
129 H -5.63319 3.75374 2.30619
130 H -4.50220 5.97314 3.62925
131 H -3.89093 7.70795 1.46909
132 H -4.82344 6.52166 -0.66919
133 N -4.12530 -3.13452 5.73741
134 C -2.83522 -3.15044 6.22542
135 C -2.64353 -1.93020 6.74609
136 C -3.83962 -1.20291 6.85955
137 C -4.76099 -1.96300 6.15165
138 H -4.57588 -3.78574 5.11053
139 H -2.15274 -3.92325 5.90388
140 H -1.70390 -1.57631 7.14390
141 H -3.86483 -0.16235 7.14762
142 H -5.80952 -1.80320 5.94807

---

The following is a quantum chemistry calculation of 2 unconnected molecules or ions with the total composition C4H12OS2 in a non-equilibrium geometry, from the OMol25 dataset.

Calculated values
- Orbital gap: 8.8 eV
- E_LUMO: 0.55 eV
- Relative energy (zero: lowest compared OMol25 entry of this formula, charge and spin): 0.380 eV
- SMILES: CCSSCC.O
- HOMO level: -8.3 eV
- Calculated total energy: -28060.486 eV

Cartesian coordinates (Å):
1 C -1.12570 -2.35474 -0.85401
2 C -0.01667 -1.49013 -1.45158
3 S -0.35601 0.30924 -1.65417
4 S -1.70503 0.71578 -0.16236
5 C -0.85290 1.77071 1.08569
6 C 0.39051 2.47046 0.55191
7 H -1.16003 -3.28228 -1.43886
8 H -2.09778 -1.89482 -1.04732
9 H -0.95670 -2.64975 0.17269
10 H 0.19466 -1.82240 -2.46815
11 H 0.92083 -1.53123 -0.90602
12 H -1.64237 2.46139 1.34343
13 H -0.60017 1.15789 1.94613
14 H 0.79304 3.08006 1.35351
15 H 0.19129 3.03939 -0.34941
16 H 1.15397 1.71836 0.38847
17 O 2.17347 -0.92491 1.00150
18 H 1.98395 -0.55212 1.87047
19 H 2.71163 -0.22090 0.61808

---

The following is a quantum chemistry calculation of a molecular structure, C23H32Br33FO4 in a non-equilibrium geometry, from the OMol25 dataset.

Calculated values
- Orbital gap: 9.5 eV
- E_LUMO: -0.34 eV
- HOMO level: -9.9 eV
- Calculated total energy: -2346675.189 eV

Cartesian coordinates (Å):
1 C 2.39274 -4.19327 -2.31110
2 C 0.92055 -4.62007 -2.55972
3 C 0.31383 -3.95316 -3.77619
4 O 0.28665 -2.54785 -3.61652
5 C -0.97919 -2.03251 -3.23817
6 C -0.97334 -1.66036 -1.75094
7 F -1.18237 -2.87206 -1.06614
8 C 0.32154 -1.03743 -1.23774
9 O 0.00116 -0.34075 -0.04246
10 C -1.34794 -0.39280 0.17149
11 O -1.82808 -0.22732 1.23390
12 C -2.07533 -0.74643 -1.15387
13 C -2.51129 0.48645 -1.96673
14 C -1.40887 1.57393 -2.17608
15 O -3.23594 -1.38326 -0.66435
16 C -4.06762 -1.96377 -1.67002
17 C -4.45729 -3.37902 -1.20788
18 H 2.80233 -3.62516 -3.14964
19 H 2.44293 -3.59397 -1.40105
20 H 3.01220 -5.08054 -2.16427
21 H 0.90630 -5.70042 -2.74206
22 H 0.34096 -4.45798 -1.65489
23 H -0.64852 -4.41240 -4.02605
24 H 0.97568 -4.16950 -4.62502
25 H -1.16128 -1.15235 -3.86481
26 H -1.81451 -2.71631 -3.41067
27 H 1.06858 -1.81603 -1.08258
28 H 0.66734 -0.36978 -2.02600
29 H -3.32851 0.95683 -1.41426
30 H -2.92137 0.20782 -2.93893
31 H -0.50392 1.40839 -1.59196
32 H -1.78028 2.55750 -1.89486
33 H -1.18124 1.61876 -3.24138
34 H -3.63719 -1.93769 -2.67283
35 H -4.98900 -1.36981 -1.71657
36 H -5.50424 -3.56740 -1.44897
37 H -3.81322 -4.16172 -1.61454
38 H -4.31591 -3.39337 -0.12712
39 C -2.27774 3.31376 2.95546
40 Br -3.75501 3.54606 4.17267
41 Br -2.73689 3.86920 1.16127
42 Br -0.69009 4.19869 3.60105
43 H -2.06093 2.25984 2.91453
44 C -4.68285 4.78742 -3.03647
45 Br -5.65980 5.93748 -4.23454
46 Br -3.61166 3.50850 -4.02901
47 Br -3.65666 5.81786 -1.75657
48 H -5.40896 4.22258 -2.46928
49 C 1.83408 -0.09503 -5.23015
50 Br 0.26102 0.94612 -5.63887
51 Br 3.02980 -0.20061 -6.73963
52 Br 2.73067 0.56318 -3.65283
53 H 1.50196 -1.09866 -5.01127
54 C -7.75601 -2.77800 1.32829
55 Br -6.40526 -1.45456 0.94681
56 Br -9.30320 -2.56163 0.19575
57 Br -7.05996 -4.57500 1.24339
58 H -8.08140 -2.61500 2.34546
59 C 4.30981 2.73219 -0.45094
60 Br 5.82478 1.67924 -1.00560
61 Br 4.04141 4.24654 -1.61252
62 Br 2.70134 1.68138 -0.28027
63 H 4.53701 3.11980 0.53025
64 C 5.43461 -2.68486 -0.21200
65 Br 4.53133 -1.41752 -1.36638
66 Br 4.26315 -3.51888 1.10002
67 Br 6.35441 -4.01568 -1.26349
68 H 6.17953 -2.13043 0.34226
69 C 2.15634 6.89828 5.28745
70 Br 1.42549 8.30189 4.18748
71 Br 0.83686 6.16977 6.48273
72 Br 2.98540 5.51715 4.22842
73 H 2.92963 7.34157 5.89739
74 C 8.98671 -1.22383 -2.00293
75 Br 8.61635 -2.32992 -3.53335
76 Br 10.61151 -1.75544 -1.11137
77 Br 8.99901 0.64950 -2.46010
78 H 8.17599 -1.37407 -1.30273
79 C 1.12389 -7.79357 0.10064
80 Br -0.26843 -8.15365 -1.18618
81 Br 2.84073 -8.42698 -0.50806
82 Br 1.19169 -5.92954 0.58757
83 H 0.87691 -8.34760 0.99454
84 C 3.80962 8.70099 9.05632
85 Br 3.96005 6.96582 9.88165
86 Br 4.76196 8.77761 7.37830
87 Br 1.96843 9.24012 8.86361
88 H 4.28281 9.41256 9.71745
89 C -4.33599 2.85120 8.20038
90 Br -2.93673 4.14521 7.90561
91 Br -5.77259 3.04415 6.92527
92 Br -3.64933 1.05007 8.22583
93 H -4.75110 3.04959 9.17763

---

The following is a quantum chemistry calculation of 2 unconnected molecules or ions with the total composition FH3OSi in a non-equilibrium geometry, from the OMol25 dataset.

Calculated values
- Orbital gap: 8.2 eV
- E_LUMO: -0.65 eV
- Relative energy (zero: lowest compared OMol25 entry of this formula, charge and spin): 3.355 eV
- HOMO level: -8.9 eV
- Calculated total energy: -12690.498 eV

Cartesian coordinates (Å):
1 O 1.10416 0.17006 0.36491
2 F -1.82735 0.99090 0.15292
3 Si -2.67453 -0.49278 0.02982
4 H 1.49154 0.82714 -0.19832
5 H 1.72410 -0.60275 0.13794
6 H -3.71588 -0.53449 1.17506